C15H41CdFN5O4P | ωB97M-V/def2-TZVPD

Spin multiplicity   1
Highest occupied orbital energy   -13.83 eV
DFT total energy   -1779.38412 hartree
HOMO-LUMO gap   8.1 eV
Charge   +2
E_LUMO   -0.211 Eh
Energy relative to the best compared isomer or geometry (same formula, charge and spin)   0.0 kcal/mol

CARTESIAN COORDINATES (ANGSTROEM)
Cd -2.348 -0.089 -0.206
C 4.199 3.621 2.258
O 3.342 2.581 2.709
C 2.046 3.008 3.052
C 1.333 1.782 3.567
N 1.397 0.714 2.536
H 0.677 0.845 1.803
H 2.331 0.760 2.103
C 1.197 -0.680 3.038
C 2.461 -1.206 3.719
O 3.591 -0.825 2.979
C 3.931 -1.726 1.940
H 3.889 4.619 2.564
H 4.256 3.624 1.162
H 5.205 3.398 2.607
H 1.534 3.402 2.160
H 2.081 3.795 3.809
H 0.293 1.982 3.817
H 1.844 1.388 4.446
H 0.864 -1.262 2.178
H 0.312 -0.662 3.679
H 2.375 -2.298 3.727
H 2.546 -0.811 4.729
H 4.676 -1.247 1.307
H 3.074 -1.934 1.283
H 4.341 -2.661 2.324
F -0.626 0.624 0.756
C -4.667 1.435 1.471
O -4.013 0.548 0.869
N -4.305 2.010 2.580
C -5.110 3.089 3.152
C -3.053 1.716 3.254
H -5.615 1.810 1.083
H -5.208 2.940 4.224
H -6.118 3.078 2.737
H -4.707 4.078 2.935
H -3.236 1.630 4.324
H -2.600 0.816 2.853
H -2.363 2.555 3.124
O -1.394 -1.026 -1.705
P -0.644 -1.423 -2.955
N -1.399 -0.812 -4.273
C -0.945 -1.162 -5.620
C -2.702 -0.168 -4.168
N -0.467 -3.039 -3.042
C -1.628 -3.873 -2.715
C 0.570 -3.719 -3.820
N 0.875 -0.846 -3.024
C 1.137 0.553 -3.366
C 1.828 -1.386 -2.038
H -1.022 -0.278 -6.252
H -1.592 -1.933 -6.054
H 0.065 -1.560 -5.598
H -2.712 0.613 -3.407
H -3.502 -0.894 -4.007
H -2.913 0.343 -5.108
H -2.519 -3.246 -2.619
H -1.787 -4.613 -3.495
H -1.509 -4.357 -1.744
H 1.395 -3.048 -4.036
H 1.002 -4.525 -3.220
H 0.127 -4.141 -4.721
H 0.933 1.224 -2.527
H 2.206 0.634 -3.570
H 0.598 0.825 -4.268
H 2.684 -1.848 -2.529
H 1.322 -2.131 -1.421
H 2.164 -0.607 -1.350